{"formula": "C33H91N15O14", "method": "wB97M-V/def2-TZVPD", "total_charge": 0, "homo_ev": -8.4, "energy_ev": -86712.988, "relative_energy_kcal_mol": 0.0, "lumo_energy_ev": 0.6, "smiles": "COC[C@H](C)N.COCCNCCOC.COCCNCCOC.COCCNCCOC.COCCNCCOC.NC(N)=O.NC(N)=O.NC(N)=O.NC(N)=O.NC(N)=O", "orbital_gap_ha": 0.3314, "species": ["C", "O", "C", "C", "C", "N", "H", "H", "H", "H", "H", "H", "H", "H", "H", "H", "H", "C", "O", "C", "C", "N", "C", "C", "O", "C", "H", "H", "H", "H", "H", "H", "H", "H", "H", "H", "H", "H", "H", "H", "H", "C", "O", "C", "C", "N", "C", "C", "O", "C", "H", "H", "H", "H", "H", "H", "H", "H", "H", "H", "H", "H", "H", "H", "H", "C", "O", "C", "C", "N", "C", "C", "O", "C", "H", "H", "H", "H", "H", "H", "H", "H", "H", "H", "H", "H", "H", "H", "H", "C", "O", "C", "C", "N", "C", "C", "O", "C", "H", "H", "H", "H", "H", "H", "H", "H", "H", "H", "H", "H", "H", "H", "H", "N", "C", "N", "O", "H", "H", "H", "H", "N", "C", "N", "O", "H", "H", "H", "H", "N", "C", "N", "O", "H", "H", "H", "H", "N", "C", "N", "O", "H", "H", "H", "H", "N", "C", "N", "O", "H", "H", "H", "H"], "coordinates": [[-3.6707, 0.7407, 23.7240], [-2.9192, 1.8786, 23.9683], [-2.1207, 1.8032, 25.0996], [-1.2644, 3.0391, 25.1889], [-0.4227, 3.2518, 24.0024], [-0.4021, 2.9434, 26.3251], [-2.9596, -0.0793, 23.6469], [-4.1905, 0.9479, 22.7757], [-4.2632, 0.4788, 24.6103], [-2.7166, 1.7206, 26.0150], [-1.4782, 0.9280, 25.0503], [-1.9698, 3.8874, 25.3393], [0.2120, 2.3994, 23.7410], [0.3327, 4.0257, 24.2183], [-0.9942, 3.5811, 23.1369], [0.1898, 3.7647, 26.2680], [-0.9483, 2.9427, 27.1700], [3.9179, -6.1904, 23.2042], [3.8817, -5.3219, 24.3185], [5.1857, -5.1371, 24.9353], [5.0193, -4.1783, 26.1634], [4.5247, -2.8747, 25.8014], [5.4998, -2.0260, 25.1635], [4.9966, -0.6346, 24.6729], [4.1119, -0.8891, 23.5576], [3.7462, 0.3058, 22.8988], [4.3595, -7.1559, 23.5555], [4.5402, -5.8034, 22.4210], [2.9385, -6.5099, 22.8781], [5.9334, -4.6887, 24.2709], [5.5758, -6.0866, 25.2838], [5.9735, -4.0478, 26.7255], [4.3167, -4.6529, 26.8656], [3.8492, -3.0622, 25.0847], [5.8462, -2.5035, 24.2476], [6.3014, -1.8588, 25.8993], [5.8065, -0.0081, 24.3278], [4.4636, -0.1044, 25.4813], [3.4069, 0.1030, 21.8992], [4.6053, 0.9980, 22.9463], [2.9546, 0.8632, 23.4102], [5.4839, 4.6127, 29.7204], [4.5170, 3.7654, 30.2715], [4.9922, 2.4906, 30.5489], [6.0255, 2.5095, 31.6903], [5.4647, 2.9535, 33.0126], [4.8293, 1.8555, 33.6717], [3.9148, 2.4268, 34.7445], [2.8415, 3.1520, 34.1039], [2.0154, 3.8653, 34.9175], [6.1455, 4.1016, 28.9984], [6.1528, 4.9995, 30.5196], [4.9332, 5.4485, 29.3178], [5.4999, 2.0918, 29.6794], [4.1687, 1.7940, 30.7807], [6.8670, 3.0960, 31.3610], [6.4021, 1.4858, 31.8062], [4.8036, 3.7026, 32.8459], [5.6150, 1.1673, 34.0727], [4.2385, 1.1831, 32.9963], [4.5820, 3.0639, 35.3123], [3.3572, 1.6770, 35.3189], [1.4406, 3.2834, 35.6475], [1.3188, 4.3698, 34.2574], [2.5904, 4.6475, 35.4968], [-3.5361, -1.6285, 26.4705], [-2.7984, -1.8311, 27.6915], [-1.6760, -0.8816, 27.8620], [-0.4874, -1.3533, 26.9919], [0.0175, -2.5143, 27.6119], [1.3376, -2.8735, 27.0364], [1.3334, -3.3587, 25.5807], [0.4462, -4.4169, 25.3987], [0.4059, -4.9096, 24.0853], [-4.3314, -2.3771, 26.3770], [-2.9301, -1.7245, 25.5726], [-4.0171, -0.6776, 26.4929], [-1.4224, -0.8256, 28.9567], [-2.0630, 0.1171, 27.5427], [0.2866, -0.5670, 26.9601], [-0.8340, -1.5830, 25.9671], [-0.6363, -3.2734, 27.4951], [1.7680, -3.6390, 27.6965], [1.9932, -2.0005, 27.1678], [2.3133, -3.5906, 25.1827], [0.9476, -2.4594, 25.0132], [1.3804, -5.2969, 23.7719], [0.0504, -4.1279, 23.4382], [-0.2721, -5.7613, 24.0536], [5.9494, -1.2111, 30.6516], [6.9116, -0.3788, 29.9191], [6.7655, -0.6535, 28.4841], [7.8854, 0.1238, 27.8269], [7.7197, 1.5531, 27.9748], [8.6150, 2.3234, 27.1081], [8.4765, 3.8162, 27.4007], [8.7285, 4.0789, 28.7012], [8.8197, 5.4741, 29.0214], [6.1013, -0.8287, 31.6638], [6.1604, -2.2924, 30.7356], [4.9396, -1.0450, 30.2696], [5.7608, -0.3988, 28.1869], [6.9363, -1.7117, 28.2742], [7.8984, 0.0790, 26.7294], [8.8994, -0.2244, 28.1679], [7.8832, 1.8223, 28.9516], [8.3579, 2.1923, 26.0163], [9.6648, 1.9978, 27.2167], [7.4530, 4.1373, 27.0982], [9.1994, 4.3879, 26.7830], [9.7144, 5.8702, 28.5582], [8.8581, 5.5613, 30.1004], [7.9189, 5.9683, 28.6660], [4.0851, 4.0248, 24.4238], [5.0855, 3.2360, 24.9991], [4.9834, 3.2070, 26.3574], [6.0041, 2.6813, 24.3899], [3.2073, 4.0318, 24.8289], [4.0110, 4.0905, 23.4218], [5.5270, 2.4985, 26.8077], [4.0248, 3.1793, 26.7214], [1.7442, -1.3909, 29.9538], [0.6405, -0.9104, 30.5711], [-0.2302, -1.9030, 31.0404], [0.4487, 0.3231, 30.6140], [2.4191, -0.7649, 29.4692], [1.8618, -2.3675, 30.0050], [-0.2085, -2.8472, 30.7359], [-1.0940, -1.5723, 31.4206], [3.5610, 6.1665, 27.0150], [2.3790, 5.6095, 27.3686], [1.6853, 6.2012, 28.4567], [1.9181, 4.6516, 26.7634], [3.9729, 5.9567, 26.0964], [3.6848, 7.1277, 27.4209], [2.2807, 6.4695, 29.2332], [1.0466, 5.4894, 28.8369], [-0.5967, 2.9013, 30.3855], [0.3923, 3.5961, 30.9711], [1.4576, 2.8795, 31.2659], [0.2530, 4.8085, 31.1890], [-0.5481, 1.8790, 30.4004], [-1.3258, 3.4766, 29.9902], [2.0955, 3.1015, 31.9241], [1.2726, 1.9034, 31.0745], [2.3222, 2.2434, 28.3972], [2.6931, 1.0096, 27.7914], [2.2703, 0.9749, 26.4324], [3.5183, 0.1868, 28.2155], [1.3898, 2.4807, 28.0035], [2.2785, 2.3500, 29.3949], [1.3391, 1.3757, 26.1764], [2.4480, 0.0437, 26.0565]], "forces_ev_per_angstrom": [[0.47, -0.26, 0.09], [-0.01, 1.35, -0.19], [0.12, 0.02, 0.14], [-1.54, 0.22, 0.46], [1.31, 0.82, -1.28], [0.73, -0.46, 0.30], [-0.03, -0.59, -0.56], [-0.20, -0.55, 0.64], [-0.66, 0.22, -0.45], [-0.25, -0.09, 0.11], [0.34, -0.46, 0.01], [0.25, -0.18, -0.46], [-0.41, -0.34, 0.01], [-0.38, 0.13, -0.06], [0.04, -0.18, -0.07], [0.25, -0.04, 0.83], [0.04, 0.22, 0.46], [0.96, -1.58, 1.47], [0.71, 0.57, 0.38], [-0.54, 0.72, 0.74], [0.36, -0.86, -0.02], [-0.68, 0.56, -0.04], [0.47, 1.23, -0.22], [-1.04, -1.43, 0.35], [0.08, 0.00, 0.51], [0.62, 0.80, 0.96], [0.07, 0.45, -0.37], [0.13, 0.29, -0.67], [-0.43, 0.69, -0.13], [-0.32, -0.16, -0.41], [0.02, -0.42, 0.00], [-0.42, -0.31, -0.54], [0.08, 0.12, -0.19], [-0.54, 0.23, -0.20], [0.73, -0.03, -0.10], [0.10, -0.03, -0.47], [0.49, 0.11, 0.01], [0.17, -0.10, -0.21], [0.11, -0.24, -0.45], [-0.17, -0.15, -0.61], [-0.28, -0.23, 0.25], [0.82, 0.19, 0.83], [-1.05, 0.20, -0.03], [0.89, -0.83, 0.79], [-1.00, -0.52, 0.58], [1.14, 0.00, -1.68], [-0.73, -1.23, 0.01], [-0.92, -0.53, -0.57], [1.88, -1.04, -1.27], [-0.16, 1.78, 1.36], [-0.50, 0.20, -0.07], [-0.21, -0.03, -0.32], [0.11, 0.20, -0.50], [0.14, -0.30, -0.48], [0.00, 0.53, -0.03], [0.37, 0.47, 0.22], [0.01, 0.18, 0.04], [-0.13, -0.03, -0.06], [-0.58, 0.63, 0.19], [0.08, 0.50, 0.18], [-0.37, 0.45, 0.70], [0.84, -0.16, 0.38], [0.11, -0.32, -0.04], [-0.23, 0.20, 0.04], [-0.53, -0.57, -0.42], [0.43, -0.85, 0.78], [0.52, 0.48, -0.22], [-1.22, 0.15, -0.81], [-1.46, 1.19, 0.48], [1.94, -1.17, -0.08], [-0.07, -0.85, 0.85], [-0.82, 2.05, -0.27], [-0.32, -0.69, 0.83], [0.24, -0.50, 0.36], [0.30, -0.05, 0.42], [0.30, 0.11, -0.06], [-0.29, 0.98, -0.04], [-0.24, -0.34, -1.24], [0.40, -0.50, 0.20], [-0.32, -0.28, 0.00], [0.00, 0.59, 0.10], [-0.09, -0.22, -0.08], [-0.01, -0.10, -0.22], [-0.08, -0.23, -0.34], [-0.06, -0.23, 0.19], [0.41, -0.68, -0.06], [0.05, 0.37, -0.07], [-0.09, 0.33, -0.71], [-0.21, 0.14, 0.13], [1.23, 1.24, 0.43], [-1.30, -2.02, -0.87], [1.39, 0.21, 1.12], [0.45, 0.61, -0.95], [-0.06, 0.87, 0.69], [-0.10, 0.15, -0.51], [-0.24, -0.10, -2.41], [0.36, 0.55, 2.82], [-0.41, -1.29, -0.30], [-0.66, -0.07, 0.09], [0.29, 0.33, -0.72], [0.01, 0.03, 0.12], [-0.28, 0.37, -0.36], [-0.07, -0.26, 0.22], [-0.24, -1.06, 0.07], [-0.79, 0.04, -0.03], [-0.07, 0.00, -0.50], [-0.02, -0.08, 1.08], [-0.06, 0.16, 0.09], [0.34, -0.06, 0.14], [-0.24, -0.28, -0.20], [0.19, 0.40, -0.11], [0.15, -0.03, 0.12], [-0.07, 0.35, -0.17], [1.98, -0.04, -1.31], [0.37, -0.47, -0.67], [-1.17, -0.17, 0.62], [-0.89, 0.91, 0.18], [-1.92, 0.03, 1.47], [0.54, -0.34, -0.05], [0.69, -0.43, 0.13], [0.35, 0.44, -0.06], [-0.06, 1.18, 0.47], [0.31, -0.38, -1.08], [0.63, 2.28, 0.37], [-0.64, -1.43, 0.53], [-0.61, -0.71, 0.51], [0.54, -0.88, -0.39], [0.22, -0.38, -0.48], [-0.20, 0.06, 0.10], [0.33, 2.22, 0.69], [-0.50, 0.03, 0.44], [0.47, -1.39, -0.36], [-0.22, -0.09, -0.32], [-0.41, 0.04, 0.79], [0.21, -1.52, -0.97], [0.08, 0.22, -0.16], [0.10, 0.60, -0.19], [-0.62, -0.73, -0.79], [-1.24, 2.81, 0.53], [-1.01, -2.57, -2.31], [0.50, -0.15, -0.23], [-0.52, 0.56, -0.37], [-0.08, -0.53, 0.25], [2.30, 1.23, 2.59], [0.65, -0.35, 0.50], [-1.30, -1.99, -1.77], [0.67, 1.77, -0.87], [-0.47, -0.65, 1.12], [-1.30, 0.78, 0.04], [1.02, 0.36, 0.31], [0.53, -0.28, 0.50], [0.99, -0.17, 0.49], [-0.15, 0.38, -0.08]], "lowdin_charge": [-0.1054, -0.1759, -0.2362, -0.4711, -0.0544, 0.0517, 0.0796, 0.1060, 0.0763, 0.1205, 0.1194, 0.1573, 0.0862, 0.0801, 0.0876, 0.0375, 0.0751, -0.1085, -0.2140, -0.1749, -0.1909, -0.0617, -0.1850, -0.1737, -0.1950, -0.1112, 0.0968, 0.0828, 0.0725, 0.1128, 0.1124, 0.1247, 0.1128, 0.0565, 0.1115, 0.1061, 0.1052, 0.0993, 0.0802, 0.0762, 0.0677, -0.1062, -0.1923, -0.2380, -0.1594, -0.0406, -0.2532, -0.1797, -0.2285, -0.1469, 0.0762, 0.0920, 0.0684, 0.0973, 0.1121, 0.0975, 0.0987, 0.0994, 0.1313, 0.1179, 0.1201, 0.1279, 0.0872, 0.0852, 0.1068, -0.1050, -0.2022, -0.1464, -0.2389, -0.0571, -0.1830, -0.2304, -0.1722, -0.0891, 0.0934, 0.0684, 0.0561, 0.1068, 0.0998, 0.1055, 0.1078, 0.1125, 0.1119, 0.0905, 0.0777, 0.1306, 0.0623, 0.0851, 0.0925, -0.0797, -0.2079, -0.1980, -0.2182, -0.0647, -0.1978, -0.2948, -0.2063, -0.0712, 0.0716, 0.0869, 0.0684, 0.0852, 0.1090, 0.1122, 0.1349, 0.1100, 0.1280, 0.1187, 0.1116, 0.1288, 0.0859, 0.0883, 0.0823, 0.1620, -0.6318, 0.1813, 0.0046, 0.0274, 0.1010, 0.0731, 0.0697, 0.1934, -0.5898, 0.1656, -0.0443, 0.0802, 0.0858, 0.0874, 0.0984, 0.1536, -0.6380, 0.1558, -0.0228, 0.0994, 0.1315, 0.0901, 0.0813, 0.1605, -0.7140, 0.1980, -0.0145, 0.0644, 0.1076, 0.0495, 0.0619, 0.1858, -0.5686, 0.1475, -0.0229, 0.0730, 0.0391, 0.0750, 0.0722]}